(1)
Density functional theory data (ωB97M-V with the def2-TZVPD basis set) for the molecule C11H9N5OS.

```
27
C11H9N5OS (ωB97M-V with the def2-TZVPD basis set)
N -2.396 -2.455 2.325
C -3.078 -1.835 1.360
O -4.271 -2.048 1.426
C -2.492 -1.075 0.266
C -3.344 -0.787 -0.816
N -2.956 -0.036 -1.853
C -1.742 0.401 -1.845
N -1.511 0.993 -2.999
C -0.817 0.188 -0.858
C 0.555 0.704 -0.848
C 1.241 0.266 0.281
C 2.625 0.667 0.600
C 3.339 1.871 0.107
C 4.581 1.794 0.641
N 4.604 0.704 1.451
N 3.456 -0.004 1.360
S 0.241 -0.724 1.337
C -1.145 -0.574 0.228
H -1.386 -2.362 2.401
H -2.923 -3.072 2.922
H -4.355 -1.186 -0.789
H -2.329 0.831 -3.559
H -0.603 0.770 -3.401
H 0.931 1.383 -1.596
H 2.995 2.647 -0.586
H 5.352 2.539 0.432
H 5.425 0.399 2.012
```

calculated total energy: -31886.1330 eV
molar mass: 259.294 g/mol
structure (SMILES): NC(=O)c1cnc(N)c2cc(-c3cc[nH]n3)sc12
total charge: 0

Mulliken population analysis, charges in e, atoms 1 to 5:
1. N -0.299
2. C 0.815
3. O -0.697
4. C 0.575
5. C -0.785

(2)
Density functional theory data (ωB97M-V with the def2-TZVPD basis set) for the molecule C11H9NO.

```
22
C11H9NO (ωB97M-V with the def2-TZVPD basis set)
C 3.683 0.521 0.293
C 3.164 -0.585 0.998
C 2.021 -1.158 0.659
C 1.127 -0.468 -0.327
O -0.085 -1.073 -0.632
C -1.159 -0.446 -0.287
C -2.472 -1.123 -0.417
C -3.526 -0.452 -0.126
N -3.609 0.731 0.569
C -2.569 1.396 0.553
C -1.334 0.867 0.217
C 1.724 0.712 -0.964
C 2.863 1.133 -0.605
H 4.679 0.829 0.256
H 3.788 -1.325 1.663
H 1.380 -2.149 1.121
H -2.213 -2.067 -0.708
H -4.664 -0.904 -0.074
H -2.422 2.209 1.096
H -0.298 1.526 0.446
H 1.046 0.980 -1.554
H 3.512 1.980 -1.141
```

calculated total energy: -15084.7778 eV
molar mass: 171.199 g/mol
structure (SMILES): c1ccc(Oc2ccncc2)cc1
total charge: 0

Mulliken population analysis, charges in e, atoms 1 to 5:
1. C -0.251
2. C -0.487
3. C -0.117
4. C 0.265
5. O -0.448

(3)
Density functional theory data (ωB97M-V with the def2-TZVPD basis set) for a structure of composition C12H10As6F36HgN2O4.

```
71
C12H10As6F36HgN2O4 (ωB97M-V with the def2-TZVPD basis set)
Hg 1.383 -0.188 0.882
As -0.611 -0.590 7.227
F -2.045 -0.150 6.358
F 0.267 -0.329 5.633
F 1.057 -1.044 7.860
F -1.379 -0.919 8.850
F -0.667 -2.346 6.815
F -0.199 1.059 7.731
As -3.381 -5.194 0.068
F -2.493 -6.605 -0.660
F -4.773 -6.411 0.255
F -4.526 -3.980 0.807
F -1.803 -4.194 -0.004
F -3.925 -4.606 -1.460
F -2.813 -5.646 1.790
As 3.844 3.996 -3.773
F 3.227 2.728 -4.915
F 5.257 2.993 -3.257
F 4.526 5.202 -2.507
F 2.544 5.149 -4.235
F 2.805 3.225 -2.614
F 4.972 4.841 -4.895
As 0.180 6.272 2.869
F 0.486 6.374 4.663
F -1.551 5.806 3.110
F -0.316 5.941 1.174
F 1.827 6.654 2.399
F 0.615 4.574 2.837
F -0.301 7.978 2.702
As 5.030 -5.114 3.491
F 3.850 -3.788 3.238
F 3.609 -5.958 4.316
F 6.272 -6.409 3.798
F 6.271 -4.084 2.717
F 5.504 -4.312 5.073
F 4.584 -5.852 1.845
As 6.594 2.737 3.780
F 5.555 3.824 4.825
F 6.819 4.205 2.682
F 7.804 1.782 2.746
F 6.303 1.334 4.857
F 5.192 2.133 2.788
F 7.990 3.193 4.780
C -9.020 3.332 0.236
C -8.603 3.653 -1.031
C -7.325 3.378 -1.366
C -6.414 2.885 -0.434
C -6.867 2.484 0.823
C -8.150 2.887 1.229
N -5.065 2.469 -0.867
O -4.708 2.692 -2.027
O -4.382 1.735 -0.042
H -10.071 3.573 0.291
H -9.289 4.204 -1.657
H -7.054 3.655 -2.374
H -6.281 1.970 1.571
H -8.458 2.528 2.200
C -0.117 -4.694 -7.793
C 0.839 -3.705 -8.292
C 1.808 -3.154 -7.481
C 1.968 -3.648 -6.172
C 1.069 -4.673 -5.693
C 0.088 -5.229 -6.543
N 2.902 -3.038 -5.230
O 4.111 -3.164 -5.414
O 2.408 -2.639 -4.160
H -0.884 -5.090 -8.442
H 0.746 -3.197 -9.240
H 2.460 -2.355 -7.801
H 1.310 -5.173 -4.766
H -0.606 -5.967 -6.168
```

calculated total energy: -490814.8311 eV
molar mass: 1580.272 g/mol
total charge: -4

Mulliken population analysis, charges in e, atoms 1 to 5:
1. Hg 1.269
2. As 1.980
3. F -0.431
4. F -0.443
5. F -0.439

Number 1: orbital gap 8.29 eV, HOMO -8.03 eV, strongest force on any atom 3.92 eV Å⁻¹. Number 2: orbital gap 9.61 eV, HOMO -8.92 eV, strongest force on any atom 9.55 eV Å⁻¹. Number 3: orbital gap 1.88 eV, HOMO -4.88 eV, strongest force on any atom 4.60 eV Å⁻¹.